1.
{"formula": "C2H4NO3P", "method": "ωB97M-V with the def2-TZVPD basis set", "homo_lumo_gap_ha": 0.230, "total_energy_ev": -19055.8151, "smiles": "[O-]N1C[C@@H]1P([O-])O", "molar_mass_g_mol": 121.0, "relative_energy_kcal_mol": 109.2, "total_charge": -2, "elements": ["C", "C", "N", "O", "O", "O", "P", "H", "H", "H", "H"], "coordinates": [[1.15830, 0.68068, 0.69939], [0.16547, 0.45026, -0.32195], [0.90179, -0.73097, 0.00569], [2.01610, -1.04134, -0.84475], [-2.58322, 0.64235, -1.05786], [-1.79963, -1.36085, 0.41414], [-1.74152, 0.41259, 0.16904], [2.17727, 1.01190, 0.50399], [0.67150, 0.73617, 1.70253], [-0.02200, 0.85143, -1.37289], [-0.94404, -1.65222, 0.10266]], "forces_ev_per_a": [[-0.510, -1.225, 0.791], [-3.020, 0.307, -2.633], [1.870, 0.499, 0.080], [-0.968, 0.331, 0.356], [-0.169, 0.456, -1.070], [-0.611, 1.596, 0.091], [0.488, -1.527, 1.655], [-0.367, 0.025, 0.091], [0.924, 0.233, -0.377], [1.446, -0.369, 1.054], [0.917, -0.326, -0.038]]}


2.
{"formula": "C5H13N2O", "method": "ωB97M-V with the def2-TZVPD basis set", "homo_lumo_gap_ha": [0.091, 0.255], "total_energy_ev": -10418.5414, "multiplicity": 2, "s2": 0.75, "molar_mass_g_mol": 117.2, "relative_energy_kcal_mol": 14.4, "total_charge": -2, "elements": ["C", "N", "C", "C", "C", "O", "C", "N", "H", "H", "H", "H", "H", "H", "H", "H", "H", "H", "H", "H", "H"], "coordinates": [[-0.43875, -1.83233, 0.03093], [-0.90477, -0.43309, -0.18192], [-1.26957, 0.23529, 1.06009], [-1.14586, 1.76606, 0.93090], [0.28262, 2.30798, 0.54374], [0.97697, 1.65185, -0.38830], [0.54186, -2.13937, -1.12856], [1.83243, -1.45021, -1.06797], [-1.26236, -2.57859, 0.00737], [-0.03041, -1.97678, 1.04442], [-0.09484, 0.10764, -0.50523], [-0.75076, -0.20007, 1.91076], [-2.37252, 0.12045, 1.20092], [-1.35715, 2.28625, 1.88098], [-1.83816, 2.09521, 0.15327], [0.11656, 3.41105, 0.30743], [0.92725, 2.41106, 1.49191], [0.72259, -3.23214, -1.18862], [0.15081, -1.83578, -2.09698], [2.25252, -1.44187, -0.15117], [1.65818, -0.47289, -1.28259]], "forces_ev_per_a": [[-0.361, 0.496, -1.266], [0.470, -0.686, 0.576], [-1.682, 0.682, -0.621], [1.595, 0.039, 0.030], [0.695, 0.423, 0.611], [-0.136, -0.226, -0.588], [0.442, -0.917, 1.020], [0.128, 0.372, -0.510], [-0.127, 0.394, -0.161], [0.532, 0.076, -0.249], [-0.074, 0.074, -0.104], [0.265, 0.191, 0.392], [0.496, -0.503, 0.379], [-0.444, -0.247, -0.140], [-0.160, -0.003, 0.023], [-0.215, -0.124, -0.078], [-0.697, -0.243, 0.012], [-0.097, 0.292, 0.073], [-0.598, -0.073, 0.080], [-0.218, -0.197, 0.299], [0.187, 0.178, 0.222]]}


3.
{"formula": "C18H15FN2O3", "method": "ωB97M-V with the def2-TZVPD basis set", "homo_lumo_gap_ha": 0.325, "total_energy_ev": -30748.3071, "smiles": "O=c1cc(OCCOc2ccccc2)ccn1-c1cccc(F)n1", "molar_mass_g_mol": 326.3, "relative_energy_kcal_mol": 73.8, "elements": ["O", "F", "N", "O", "O", "C", "C", "C", "C", "C", "C", "C", "C", "C", "C", "C", "C", "C", "C", "C", "C", "N", "C", "C", "H", "H", "H", "H", "H", "H", "H", "H", "H", "H", "H", "H", "H", "H", "H"], "coordinates": [[-0.32531, 3.20228, 1.86438], [0.29156, 1.79093, 7.67563], [-0.31580, 1.75242, 5.44291], [-0.68054, -0.99696, -0.19674], [0.64915, -1.04880, -3.59601], [-0.50369, 2.02327, 2.05087], [-0.38794, 1.20501, 0.85323], [-1.12303, -0.71763, 2.23112], [-0.74805, -0.14517, 0.89380], [-1.26395, 0.13653, 3.32674], [-0.14544, 2.45553, 6.57908], [-0.85682, 2.34308, 4.38552], [-0.61377, 3.75611, 6.71358], [-1.35916, 3.64750, 4.44936], [-1.23793, 4.39141, 5.63770], [1.85589, -3.69865, -6.64334], [2.48625, -2.43061, -6.47550], [0.81936, -4.05324, -5.80692], [2.04021, -1.53647, -5.48003], [0.38430, -3.16311, -4.78448], [1.02262, -1.91250, -4.59155], [-0.98981, 1.53262, 3.23895], [-0.01051, -0.51572, -1.36775], [0.04751, -1.59569, -2.41966], [-0.07049, 1.70006, -0.04518], [-1.35725, -1.76535, 2.31876], [-1.57523, -0.24718, 4.30845], [-0.50705, 4.23956, 7.71427], [-1.78608, 4.07493, 3.53773], [-1.56408, 5.42355, 5.71984], [2.18027, -4.36873, -7.43887], [3.31527, -2.16564, -7.12975], [0.26924, -4.99532, -5.90620], [2.45253, -0.56192, -5.36288], [-0.44406, -3.48693, -4.12944], [1.03632, -0.22464, -1.17577], [-0.59799, 0.32192, -1.77866], [0.58391, -2.46933, -1.98628], [-0.97038, -1.89713, -2.62695]], "forces_ev_per_a": [[0.685, 1.956, 0.806], [0.026, 0.408, -1.057], [0.921, 0.179, 1.621], [0.140, 0.244, 1.119], [0.318, 0.030, 0.523], [-0.673, 0.333, -2.601], [-0.905, -3.493, 0.805], [-0.263, 2.265, -0.034], [1.019, 1.090, 0.546], [0.587, -0.569, -1.450], [-1.696, -0.525, -1.516], [-0.465, 0.599, 1.743], [0.333, 0.580, 1.478], [-0.086, 0.716, -0.456], [0.724, -1.431, -0.541], [0.694, 0.997, -0.034], [-0.998, -0.456, 0.515], [-0.825, 0.811, 1.038], [-0.170, -1.163, -0.317], [0.394, -0.165, -0.053], [-0.629, -1.587, -0.550], [0.022, -2.565, -0.090], [0.070, 0.943, -0.264], [-0.240, -0.785, 0.271], [0.054, 0.186, 0.038], [-0.029, -0.038, 0.065], [0.284, 0.405, -0.570], [-0.077, -0.340, -1.054], [0.105, -0.124, 0.521], [-0.105, -0.265, -0.084], [-0.005, 0.178, 0.235], [-0.249, 0.091, 0.166], [0.390, 0.322, -0.082], [0.470, 0.526, 0.020], [0.597, 0.299, -0.427], [-0.488, 0.251, 0.353], [0.445, -0.019, 0.148], [-0.037, 0.405, -0.637], [-0.338, -0.289, -0.191]]}


4.
{"formula": "C6H11P", "method": "ωB97M-V with the def2-TZVPD basis set", "homo_lumo_gap_ha": 0.368, "total_energy_ev": -15685.3717, "smiles": "C[C@@]12CC[C@]1(P)C2", "molar_mass_g_mol": 114.1, "relative_energy_kcal_mol": 57.0, "elements": ["C", "C", "C", "C", "C", "C", "P", "H", "H", "H", "H", "H", "H", "H", "H", "H", "H", "H"], "coordinates": [[-1.30522, -0.82448, 0.53895], [-1.64297, 0.11424, -0.61045], [0.64309, -0.70214, -1.07937], [0.19173, -0.60664, 0.39413], [-0.16351, 0.47775, -0.66999], [1.02659, -0.54995, 1.63662], [0.37900, 2.45143, -0.82197], [-1.46833, -0.19257, 1.53485], [-1.79453, -1.83446, 0.51182], [-2.20603, -0.35922, -1.50976], [-2.14644, 1.04945, -0.32020], [1.72824, -0.45778, -1.20682], [0.14772, -1.34923, -1.91850], [1.59405, -1.42429, 1.51087], [0.44703, -0.66868, 2.48659], [1.77928, 0.36401, 1.80918], [1.09507, 2.29421, -2.18066], [1.69524, 2.21837, -0.10528]], "forces_ev_per_a": [[-1.014, 0.705, 2.345], [-0.811, 0.581, -1.131], [0.262, -0.306, -0.769], [-0.846, 1.248, -1.620], [0.858, 2.177, -0.553], [2.546, 1.948, -1.763], [1.930, -3.194, -0.738], [-0.507, -1.874, -1.773], [0.642, 0.772, 0.444], [1.292, 0.874, 1.199], [-0.500, -0.692, 0.043], [-1.054, -0.500, -0.029], [1.168, 0.746, 1.890], [1.445, -1.188, 0.594], [-1.244, -0.011, 1.633], [-1.772, -1.863, -0.749], [-0.971, 0.238, 1.691], [-1.424, 0.339, -0.714]]}


5.
{"formula": "C22H19BiN7O2", "method": "ωB97M-V with the def2-TZVPD basis set", "homo_lumo_gap_ha": 0.283, "total_energy_ev": -43482.6139, "molar_mass_g_mol": 622.4, "total_charge": 1, "elements": ["Bi", "O", "C", "C", "C", "C", "C", "C", "C", "N", "C", "C", "N", "C", "C", "C", "C", "C", "C", "C", "O", "H", "H", "H", "H", "H", "H", "H", "H", "H", "H", "H", "H", "H", "H", "N", "C", "N", "C", "N", "C", "C", "N", "C", "C", "N", "H", "H", "H", "H", "H"], "coordinates": [[0.55591, -0.71251, -0.09100], [1.02265, 0.77597, -1.74932], [1.79877, 1.81667, -1.85746], [1.73486, 2.57218, -3.05241], [2.53432, 3.66630, -3.25376], [3.45246, 4.08953, -2.27428], [3.52649, 3.38844, -1.10688], [2.70866, 2.25545, -0.85906], [2.90015, 1.61112, 0.39549], [2.26620, 0.60417, 0.90294], [2.73739, 0.07797, 2.18550], [1.54842, -0.21732, 3.08213], [0.58907, -1.00541, 2.32751], [0.17046, -2.12209, 2.81312], [-0.78172, -2.99992, 2.19687], [-0.95171, -4.28897, 2.74293], [-1.90458, -5.14450, 2.26216], [-2.74462, -4.70817, 1.22432], [-2.61985, -3.45005, 0.68595], [-1.63050, -2.55402, 1.14556], [-1.54482, -1.34806, 0.64410], [1.03194, 2.23825, -3.80481], [2.46093, 4.21388, -4.18545], [4.08726, 4.94682, -2.44680], [4.22782, 3.69295, -0.33727], [3.70098, 2.04007, 1.00511], [3.41897, 0.77756, 2.67441], [3.28589, -0.85241, 2.01006], [1.07849, 0.72297, 3.38519], [1.88008, -0.72747, 3.99078], [0.56008, -2.43960, 3.78563], [-0.30652, -4.59849, 3.55830], [-2.02159, -6.13294, 2.68360], [-3.51068, -5.37382, 0.84629], [-3.27740, -3.10451, -0.10217], [-1.92154, 2.82871, 0.95857], [-0.84236, 2.09567, 1.21447], [-0.75082, 1.16340, 0.29146], [-1.83371, 1.37239, -0.52293], [-2.56299, 2.38678, -0.14061], [-2.11888, 0.54121, -1.69902], [-3.15497, 0.82130, -2.57522], [-3.39310, 0.05063, -3.63067], [-2.59731, -0.99605, -3.81020], [-1.55226, -1.27791, -2.93924], [-1.32222, -0.50531, -1.88987], [-2.28458, 3.62061, 1.46553], [-0.15836, 2.26273, 2.02962], [-3.79740, 1.67899, -2.41984], [-2.79396, -1.62392, -4.67003], [-0.89978, -2.12929, -3.08929]], "forces_ev_per_a": [[-0.640, 0.178, -0.216], [0.362, -0.202, 0.242], [-0.112, 0.059, -0.064], [-0.034, -0.055, 0.001], [0.040, 0.030, 0.049], [-0.034, 0.009, -0.078], [-0.015, -0.045, 0.072], [0.000, 0.073, -0.023], [-0.007, -0.017, 0.069], [0.141, -0.023, 0.037], [-0.014, 0.017, -0.013], [-0.029, 0.001, -0.001], [0.201, 0.079, 0.074], [0.002, 0.000, 0.005], [-0.052, 0.018, -0.051], [0.071, 0.048, 0.039], [-0.091, -0.057, -0.060], [0.053, -0.001, 0.052], [0.018, 0.054, -0.021], [-0.039, -0.005, 0.099], [0.286, -0.148, -0.082], [0.026, 0.022, -0.020], [-0.006, -0.016, 0.008], [-0.017, -0.004, -0.006], [-0.014, -0.013, -0.007], [0.005, 0.001, -0.010], [0.030, 0.024, -0.032], [0.010, 0.002, -0.027], [-0.014, 0.000, 0.012], [-0.032, -0.028, 0.008], [-0.022, -0.010, 0.003], [-0.012, 0.018, -0.001], [-0.001, 0.011, -0.017], [0.004, 0.008, -0.001], [-0.011, -0.024, 0.019], [-0.068, 0.048, -0.028], [0.064, 0.009, -0.012], [-0.177, -0.136, -0.105], [0.089, 0.003, 0.012], [0.039, 0.018, 0.067], [0.049, -0.021, 0.062], [-0.090, 0.000, -0.072], [0.011, -0.001, 0.017], [-0.077, 0.072, -0.008], [0.019, 0.012, 0.046], [0.079, 0.023, -0.037], [0.037, -0.002, 0.003], [-0.049, -0.009, 0.002], [0.006, -0.007, 0.003], [0.026, -0.017, 0.011], [-0.011, 0.006, -0.022]]}


6.
{"formula": "C14H16O", "method": "ωB97M-V with the def2-TZVPD basis set", "homo_lumo_gap_ha": 0.334, "total_energy_ev": -16824.0310, "smiles": "Cc1ccc(O)cc1.Cc1ccccc1", "molar_mass_g_mol": 200.3, "relative_energy_kcal_mol": 27.8, "elements": ["C", "C", "C", "C", "C", "C", "C", "H", "H", "H", "H", "H", "H", "H", "H", "C", "C", "C", "C", "C", "C", "C", "O", "H", "H", "H", "H", "H", "H", "H", "H"], "coordinates": [[2.77792, 2.50222, 1.51363], [0.91248, 1.98255, 0.03840], [1.32862, 2.64825, 1.20730], [-0.42740, 2.13494, -0.43475], [-1.34938, 2.88806, 0.26370], [0.34188, 3.37373, 1.86717], [-0.98054, 3.45794, 1.49404], [1.57939, 1.39981, -0.59058], [-0.69536, 1.57159, -1.31788], [3.32008, 3.45500, 1.54495], [3.36058, 2.27671, 0.61998], [-2.29641, 3.07777, -0.22191], [0.59870, 3.93328, 2.77140], [-1.81306, 3.84327, 2.06002], [2.84626, 1.86272, 2.39833], [0.30911, -1.34863, 1.14157], [0.60207, -2.24140, -1.19800], [-0.21428, -1.96710, -0.11619], [0.13774, -2.93570, -2.33768], [-1.54774, -2.41157, -0.13014], [-1.11174, -3.48335, -2.21933], [-1.99045, -3.18700, -1.16321], [-1.54054, -4.19174, -3.31678], [1.60651, -1.83713, -1.17504], [0.68117, -3.10155, -3.25122], [-0.39911, -1.54142, 1.94832], [0.31281, -0.27000, 0.97902], [-2.26971, -2.09099, 0.62426], [-2.91544, -3.75436, -1.11194], [-2.48237, -4.38990, -3.32395], [1.31819, -1.65598, 1.43651]], "forces_ev_per_a": [[0.435, 1.336, 0.025], [-1.865, 0.738, -0.180], [-0.724, -0.572, -2.657], [1.620, -0.499, 0.520], [0.441, -0.039, -0.120], [0.458, 0.711, 1.986], [-0.604, -0.971, -1.835], [0.143, 0.017, 0.350], [-0.150, 0.262, -0.218], [-0.572, 0.426, 1.550], [-0.439, -1.715, -0.008], [-0.348, -0.176, 0.445], [0.195, -0.324, -0.085], [0.469, 0.692, 0.461], [0.956, 0.155, -0.299], [-0.239, 0.850, -0.074], [0.010, 0.105, -0.860], [-0.271, -0.858, 0.404], [0.132, 0.397, 1.628], [0.117, 0.553, 0.042], [-1.456, 0.232, -0.900], [0.544, -1.152, -0.618], [0.167, -0.420, -0.250], [0.133, -0.126, -0.073], [0.347, 0.035, 0.031], [0.248, -0.034, 0.126], [0.207, 0.140, 0.352], [0.457, -0.317, 0.148], [-0.237, 0.485, -0.105], [0.077, 0.175, 0.397], [-0.250, -0.107, -0.180]]}


7.
{"formula": "C6H15N2", "method": "ωB97M-V with the def2-TZVPD basis set", "homo_lumo_gap_ha": [0.261, 0.261], "total_energy_ev": -9435.6510, "molar_mass_g_mol": 115.2, "relative_energy_kcal_mol": 99.6, "total_charge": 1, "elements": ["C", "C", "C", "C", "C", "C", "N", "N", "H", "H", "H", "H", "H", "H", "H", "H", "H", "H", "H", "H", "H", "H", "H"], "coordinates": [[-2.44197, 0.03885, 0.91914], [-0.53496, -0.47189, -1.24381], [0.42134, -0.46715, -0.27188], [0.48809, -1.57680, 0.69296], [1.34982, 1.50647, -1.02772], [2.67437, 0.10896, 0.42651], [1.44129, 0.47018, -0.21070], [-2.22572, 0.78821, -0.33538], [-3.09726, -0.72795, 0.55355], [-3.10113, 0.71287, 1.52264], [-0.43207, 0.32283, -2.01984], [-1.24921, -1.23751, -1.52595], [0.67984, -1.13752, 1.72864], [1.16090, -2.34579, 0.36086], [-0.43397, -2.09943, 0.77316], [-1.62257, -0.37603, 1.60362], [2.02807, 2.32852, -0.79952], [0.49061, 1.68775, -1.62546], [3.44074, 0.89460, 0.41551], [2.59964, -0.29628, 1.39389], [3.15936, -0.61673, -0.26048], [-3.04857, 0.87815, -0.83596], [-1.74664, 1.61569, -0.23379]], "forces_ev_per_a": [[-1.478, 1.288, 0.795], [1.295, 1.975, -0.923], [-1.828, -2.462, -0.895], [0.387, 0.573, 1.925], [1.538, 0.393, 3.107], [2.524, 0.099, -1.423], [-1.374, 2.286, -3.250], [2.046, -2.637, 1.081], [-0.135, -1.018, 0.541], [0.621, -0.830, 0.218], [-0.430, -1.254, 0.411], [0.296, -0.084, 0.722], [0.111, -1.135, -1.137], [0.938, -0.231, 0.404], [-0.982, -0.131, -0.069], [-0.760, 0.944, -1.724], [0.250, -0.380, -0.698], [-0.298, 0.024, -0.171], [-0.785, 0.381, 0.149], [-0.457, -0.415, 1.005], [-0.508, -0.094, 0.602], [-1.829, 0.390, -1.003], [0.857, 2.319, 0.332]]}